(1)
Here is a molecular structure, C5H10N2O from the OMol25 dataset. Energies are from ωB97M-V with the def2-TZVPD basis set.

Computed properties:
* calculated total energy: -10372.5586 eV
* LUMO: 0.008 Ha
* Kohn-Sham gap: 8.82 eV
* energy above the lowest of the compared OMol25 structures with the same formula, charge and spin: 265.0 kJ/mol
* spin multiplicity: 1

Each line ends with the Mulliken charge.
CARTESIAN COORDINATES (ANGSTROEM)
C -0.08 1.94 0.90  -0.647
C 0.41 -1.27 -1.67  -1.444
C 1.11 1.20 0.76  -0.660
C -1.63 1.00 0.15  0.514
C -0.14 -0.87 -0.31  1.003
N -0.05 -1.90 0.66  -0.539
N -1.28 -0.13 -0.32  -0.392
O -2.60 1.70 0.26  -0.570
H -0.77 -1.85 1.36  0.248
H 0.04 -2.83 0.28  0.233
H -0.21 2.81 0.28  0.307
H -0.50 2.03 1.90  0.344
H -0.23 -2.04 -2.12  0.360
H 0.42 -0.41 -2.34  0.389
H 1.42 -1.67 -1.57  0.389
H 1.87 1.57 0.07  0.291
H 1.50 0.65 1.61  0.301
H 0.72 0.08 0.10  -0.127

=====

(2)
Here is a molecular structure, C5H10N2O in a non-equilibrium geometry from the OMol25 dataset. Energies are from ωB97M-V with the def2-TZVPD basis set.

Computed properties:
* calculated total energy: -10367.7058 eV
* LUMO (spin up / spin down): -0.024 / -0.002 Ha
* Kohn-Sham gap (spin up / spin down): 7.42 / 7.87 eV
* energy above the lowest of the compared OMol25 structures with the same formula, charge and spin: 733.2 kJ/mol
* spin multiplicity: 1

Each line ends with the Mulliken charge.
CARTESIAN COORDINATES (ANGSTROEM)
C -0.35 0.14 -1.03  -0.811
C -3.00 -0.35 0.42  -0.639
C 1.82 -0.24 -0.17  0.338
C 0.80 0.84 -0.50  0.529
N 1.51 -1.04 0.90  -0.341
C 0.96 2.09 -0.08  -0.852
O -1.70 0.21 0.39  -0.373
N 2.85 -0.28 -0.91  -0.639
H 0.57 -0.99 1.28  0.229
H 2.10 -1.84 1.08  0.203
H 3.52 -1.00 -0.62  0.203
H -1.04 -0.73 -0.14  0.316
H -0.16 -0.41 -1.96  0.403
H -3.48 -0.43 -0.57  0.289
H -3.61 0.19 1.14  0.237
H -2.92 -1.39 0.75  0.277
H 0.21 2.83 -0.31  0.309
H 1.91 2.39 0.34  0.324

=====

(3)
Here is 2 unconnected molecules or ions with the total composition C5H10N2O in a non-equilibrium geometry from the OMol25 dataset. Energies are from ωB97M-V with the def2-TZVPD basis set.

Computed properties:
* calculated total energy: -10369.7584 eV
* LUMO: 0.035 Ha
* Kohn-Sham gap: 8.91 eV
* energy above the lowest of the compared OMol25 structures with the same formula, charge and spin: 535.2 kJ/mol
* spin multiplicity: 1

Each line ends with the Mulliken charge.
CARTESIAN COORDINATES (ANGSTROEM)
C -1.43 0.34 -1.46  -0.779
C -1.57 0.43 0.03  0.138
C -0.70 -0.64 -0.63  0.677
C -2.88 0.08 0.73  -1.443
C 3.50 -0.01 0.52  -0.787
N 1.43 0.58 -0.41  -0.800
N 2.12 -0.24 0.11  0.512
O -0.13 -1.63 -0.26  -0.694
H -2.23 -0.13 -2.04  0.264
H -0.82 1.03 -2.01  0.276
H -0.85 1.03 0.49  0.506
H -2.82 -0.78 1.40  0.303
H -3.82 -0.07 0.09  0.286
H -3.13 0.84 1.32  0.443
H 4.13 -0.04 -0.42  0.256
H 3.83 -0.73 1.22  0.369
H 3.58 1.11 0.92  0.237
H 1.80 -1.18 0.39  0.238

=====

(4)
Here is a molecular structure, C5H10N2O in a non-equilibrium geometry from the OMol25 dataset. Energies are from ωB97M-V with the def2-TZVPD basis set.

Computed properties:
* calculated total energy: -10371.1955 eV
* LUMO (spin up / spin down): -0.003 / -0.003 Ha
* Kohn-Sham gap (spin up / spin down): 8.27 / 8.27 eV
* energy above the lowest of the compared OMol25 structures with the same formula, charge and spin: 396.5 kJ/mol
* spin multiplicity: 1

Each line ends with the Mulliken charge.
CARTESIAN COORDINATES (ANGSTROEM)
C 1.94 -0.45 -1.08  -0.973
C 1.25 0.63 -0.27  0.474
C 0.46 0.44 2.01  -0.345
N 0.33 0.10 0.79  -0.086
O 1.77 1.73 -0.11  -0.547
H 2.85 -0.75 -0.54  0.316
H 2.25 -0.02 -2.03  0.322
H 1.31 -1.32 -1.23  0.238
H 1.34 0.99 2.36  0.275
H -0.35 0.22 2.71  0.317
C -1.79 -1.14 -0.52  -1.098
C -1.30 0.24 -0.15  0.677
N -2.14 1.08 0.35  -0.827
H -1.70 1.99 0.55  0.237
H -0.44 0.66 -1.02  0.129
H -1.01 -1.74 -0.99  0.275
H -2.15 -1.64 0.38  0.273
H -2.63 -1.03 -1.21  0.343

=====

(5)
Here is a single C5H10N2O molecule in a non-equilibrium geometry from the OMol25 dataset. Energies are from ωB97M-V with the def2-TZVPD basis set.

Computed properties:
* SMILES string: [H]/N=C\[C@H](N)[C@H](O)C=C
* calculated total energy: -10373.0306 eV
* LUMO: 0.028 Ha
* Kohn-Sham gap: 10.21 eV
* energy above the lowest of the compared OMol25 structures with the same formula, charge and spin: 219.5 kJ/mol
* spin multiplicity: 1

Each line ends with the Mulliken charge.
CARTESIAN COORDINATES (ANGSTROEM)
N 1.35 0.65 1.72  -0.708
C 0.61 -0.63 -0.35  0.280
C 0.27 -0.14 1.09  -0.033
O 1.80 0.03 -0.82  -0.605
H 2.11 -0.48 -1.59  0.309
H 1.87 1.10 0.96  0.286
H 0.96 1.38 2.32  0.306
H 0.85 -1.70 -0.31  0.411
H 0.10 -1.03 1.72  0.230
C -1.03 0.65 1.16  -0.170
C -0.43 -0.36 -1.40  -0.367
C -1.34 -1.24 -1.83  -0.727
N -1.11 1.93 1.02  -0.701
H -0.17 2.31 0.84  0.287
H -1.96 0.06 1.31  0.412
H -0.43 0.65 -1.82  0.256
H -1.41 -2.25 -1.44  0.269
H -2.07 -0.94 -2.59  0.263

=====

(6)
Here is a single C5H10N2O molecule in a non-equilibrium geometry from the OMol25 dataset. Energies are from ωB97M-V with the def2-TZVPD basis set.

Computed properties:
* SMILES string: OC1[C@H]2NCCN[C@H]12
* calculated total energy: -10369.2190 eV
* LUMO: 0.023 Ha
* Kohn-Sham gap: 8.96 eV
* energy above the lowest of the compared OMol25 structures with the same formula, charge and spin: 587.2 kJ/mol
* spin multiplicity: 1

Each line ends with the Mulliken charge.
CARTESIAN COORDINATES (ANGSTROEM)
C 1.37 -1.21 -0.72  -0.274
C 0.59 -0.60 0.38  -0.174
C -0.67 1.23 1.01  -0.529
C -1.66 0.48 0.16  -0.553
C 0.25 -0.21 -0.91  -0.088
H 3.03 -1.53 -1.75  0.384
H 1.11 -2.26 -0.97  0.357
H 0.12 -1.42 0.86  0.218
H 0.52 0.38 2.25  0.350
H -1.18 1.32 2.08  0.298
H -0.59 2.31 0.70  0.262
H -1.90 -0.37 0.78  0.235
H -2.42 1.07 -0.30  0.421
H -1.46 0.37 -1.95  0.255
H 0.79 0.75 -0.79  0.283
N 0.58 0.53 1.20  -0.457
N -1.18 -0.07 -1.15  -0.431
O 2.71 -0.77 -0.88  -0.557

=====

(7)
Here is a molecular structure, C5H10N2O in a non-equilibrium geometry from the OMol25 dataset. Energies are from ωB97M-V with the def2-TZVPD basis set.

Computed properties:
* calculated total energy: -10369.8811 eV
* LUMO: 0.035 Ha
* Kohn-Sham gap: 10.08 eV
* energy above the lowest of the compared OMol25 structures with the same formula, charge and spin: 523.4 kJ/mol
* spin multiplicity: 1

Each line ends with the Mulliken charge.
CARTESIAN COORDINATES (ANGSTROEM)
C 1.70 0.75 -0.39  -1.203
C 0.58 0.55 0.56  0.792
C 0.28 -0.88 0.61  -1.314
C -1.17 -1.28 0.88  -0.388
C -1.63 0.13 -1.31  0.214
H 2.77 1.59 -0.31  0.280
H 1.29 1.09 -1.43  0.338
H 2.25 -0.35 -0.41  0.260
H 0.83 1.08 1.56  0.366
H 0.52 -1.12 -0.49  0.429
H 1.07 -1.59 1.12  0.301
H -1.20 -2.45 0.79  0.262
H -1.56 -0.91 1.74  0.353
H -2.07 -0.36 -2.20  0.371
H -0.25 2.15 0.40  0.317
N -0.90 1.11 -1.11  -0.656
N -0.61 1.26 0.32  -0.309
O -1.90 -0.78 -0.35  -0.413

=====

(8)
Here is 2 unconnected molecules or ions with the total composition C5H10N2O in a non-equilibrium geometry from the OMol25 dataset. Energies are from ωB97M-V with the def2-TZVPD basis set.

Computed properties:
* SMILES string: CCc1c[nH]cn1.O
* calculated total energy: -10374.2914 eV
* LUMO: 0.028 Ha
* Kohn-Sham gap: 9.35 eV
* energy above the lowest of the compared OMol25 structures with the same formula, charge and spin: 97.8 kJ/mol
* spin multiplicity: 1

Each line ends with the Mulliken charge.
CARTESIAN COORDINATES (ANGSTROEM)
N 1.09 -1.27 -0.65  -0.603
C 0.64 -2.30 -1.38  -0.249
C -1.19 -1.32 -0.86  -0.581
C -0.14 -0.65 -0.24  0.604
N -0.66 -2.46 -1.39  -0.041
C 0.12 0.15 2.05  -1.246
C -0.26 0.53 0.67  -0.170
H 1.29 -2.92 -2.00  0.391
H -2.27 -1.14 -0.82  0.361
H -1.19 -3.13 -1.95  0.233
H 1.15 -0.27 2.02  0.314
H -0.58 -0.66 2.30  0.305
H 0.08 0.91 2.84  0.354
H -1.26 0.98 0.56  0.285
H 0.49 1.33 0.50  0.059
O 0.91 4.30 -0.23  -0.655
H 0.12 4.06 -0.76  0.319
H 1.66 3.86 -0.69  0.321

=====

(9)
Here is a molecular structure, C5H10N2O in a non-equilibrium geometry from the OMol25 dataset. Energies are from ωB97M-V with the def2-TZVPD basis set.

Computed properties:
* calculated total energy: -10373.2068 eV
* LUMO: 0.018 Ha
* Kohn-Sham gap: 8.13 eV
* energy above the lowest of the compared OMol25 structures with the same formula, charge and spin: 202.5 kJ/mol
* spin multiplicity: 1

Each line ends with the Mulliken charge.
CARTESIAN COORDINATES (ANGSTROEM)
C -1.28 0.00 -1.86  -1.119
C 1.69 1.12 0.41  -1.263
N -1.20 -0.06 0.69  -0.240
C -0.77 0.78 -0.66  0.758
C -0.05 -0.67 0.87  0.351
N 0.16 -1.76 1.63  -0.393
C 0.87 -0.06 -0.08  -0.367
O -0.83 2.00 -0.63  -0.677
H -1.97 -0.01 1.34  0.188
H -0.58 -2.24 2.11  0.211
H 1.10 -2.09 1.76  0.229
H 1.45 -0.78 -0.66  0.403
H -1.05 -1.07 -1.81  0.300
H -2.37 0.11 -1.91  0.338
H -0.84 0.42 -2.76  0.279
H 1.06 1.83 0.94  0.320
H 2.51 0.82 1.07  0.348
H 2.10 1.65 -0.45  0.332

=====

(10)
Here is 2 unconnected molecules or ions with the total composition C5H10N2O in a non-equilibrium geometry from the OMol25 dataset. Energies are from ωB97M-V with the def2-TZVPD basis set.

Computed properties:
* calculated total energy: -10356.3202 eV
* LUMO (spin up / spin down): -0.223 / -0.270 Ha
* Kohn-Sham gap (spin up / spin down): 8.77 / 7.77 eV
* energy above the lowest of the compared OMol25 structures with the same formula, charge and spin: 1029.1 kJ/mol
* total charge: +1
* spin multiplicity: 2

Each line ends with the Mulliken spin population.
CARTESIAN COORDINATES (ANGSTROEM)
C 1.71 -0.15 -0.63  -0.046
C 0.21 -0.20 -0.65  0.138
C -0.38 0.53 0.57  0.105
C -1.87 0.13 0.80  -0.047
N -2.31 -1.08 0.46  0.861
C -1.30 -0.81 1.96  -0.040
N -0.12 0.16 1.85  0.803
H 2.01 0.78 -0.09  0.008
H 2.27 -0.96 -0.17  0.003
H 1.94 -0.21 -1.72  -0.002
H -0.26 -1.24 -0.79  -0.006
H -0.05 0.25 -1.60  0.000
H -2.59 1.07 1.18  0.068
H -0.92 -1.93 1.94  0.047
H -1.98 -0.75 2.81  0.024
H 2.09 1.52 -3.45  0.020
H -0.24 1.59 0.12  0.026
O 1.78 1.32 -2.59  -0.959

=====

What did the second record say?
Here is a molecular structure, C5H10N2O in a non-equilibrium geometry from the OMol25 dataset. Energies are from ωB97M-V with the def2-TZVPD basis set.

Computed properties:
* calculated total energy: -10367.7058 eV
* LUMO (spin up / spin down): -0.024 / -0.002 Ha
* Kohn-Sham gap (spin up / spin down): 7.42 / 7.87 eV
* energy above the lowest of the compared OMol25 structures with the same formula, charge and spin: 733.2 kJ/mol
* spin multiplicity: 1

Each line ends with the Mulliken charge.
CARTESIAN COORDINATES (ANGSTROEM)
C -0.35 0.14 -1.03  -0.811
C -3.00 -0.35 0.42  -0.639
C 1.82 -0.24 -0.17  0.338
C 0.80 0.84 -0.50  0.529
N 1.51 -1.04 0.90  -0.341
C 0.96 2.09 -0.08  -0.852
O -1.70 0.21 0.39  -0.373
N 2.85 -0.28 -0.91  -0.639
H 0.57 -0.99 1.28  0.229
H 2.10 -1.84 1.08  0.203
H 3.52 -1.00 -0.62  0.203
H -1.04 -0.73 -0.14  0.316
H -0.16 -0.41 -1.96  0.403
H -3.48 -0.43 -0.57  0.289
H -3.61 0.19 1.14  0.237
H -2.92 -1.39 0.75  0.277
H 0.21 2.83 -0.31  0.309
H 1.91 2.39 0.34  0.324

=====

Q: Which formula does entry 7 have?
A: C5H10N2O

=====

Q: Number 9 is which compound?
A: C5H10N2O